Record 1
Here is C9H9F2O15Pb as an isolated structure in a non-equilibrium geometry from OMol25. Energies are from the ωB97M-V functional and the def2-TZVPD basis.

Each line ends with the natural charge from an NBO analysis.
Cartesian coordinates (Å):
Pb1 0.3275 0.7546 -0.5017  1.58
O1 -2.0899 4.3445 -0.7061  -0.73
C1 -1.3680 3.1688 -0.7247  0.95
O2 -0.1904 3.2442 -0.2634  -0.83
O3 -1.9074 2.1601 -1.1991  -0.75
H1 -1.4583 4.9604 -0.3133  0.48
O4 0.0030 -1.9311 2.9415  -0.74
C2 0.1262 -0.9866 1.9481  0.95
O5 -0.4883 0.0940 2.1196  -0.79
O6 0.8037 -1.3028 0.9443  -0.80
H2 -0.6221 -1.5096 3.5453  0.48
O7 2.5509 -0.0438 -4.0760  -0.71
C3 1.8235 0.3169 -2.9808  0.95
O8 0.5821 0.0867 -2.9986  -0.82
O9 2.4270 0.8494 -2.0255  -0.77
H3 1.8894 -0.4134 -4.6741  0.48
C4 4.5156 0.7788 3.3808  -0.13
C5 3.1524 0.3164 3.8402  0.44
O10 2.3064 1.0976 3.0034  -0.47
C6 2.9664 1.2789 1.8347  0.99
O11 2.4734 1.6101 0.8135  -0.55
O12 4.2847 0.9704 1.9886  -0.48
F1 2.9263 0.6297 5.1389  -0.33
H4 5.3316 0.0764 3.5413  0.20
H5 4.7808 1.7176 3.8721  0.19
H6 2.9049 -0.7295 3.6547  0.17
C7 -4.6581 -1.7953 -2.5773  -0.13
C8 -3.8712 -3.1012 -2.4007  0.44
O13 -2.7128 -2.7145 -1.7322  -0.48
C9 -2.7517 -1.3880 -1.4171  0.99
O14 -1.9497 -0.8280 -0.7628  -0.54
O15 -3.8598 -0.8166 -1.9371  -0.46
F2 -3.5067 -3.5967 -3.6357  -0.35
H7 -5.6395 -1.7862 -2.1106  0.20
H8 -4.7226 -1.6019 -3.6476  0.21
H9 -4.3794 -3.9104 -1.8824  0.16

The calculation puts the total energy at -50880.265 eV. As for the net charge: -1.


Record 2
Here is C30H43BFeN9S3 as an isolated structure in a non-equilibrium geometry from OMol25. Energies are from the ωB97M-V functional and the def2-TZVPD basis.

Each line ends with the Mulliken spin population.
Cartesian coordinates (Å):
Fe1 0.8093 -0.0150 -0.6235  3.43
C1 -4.8242 -2.6919 -2.9863  0.00
C2 -3.3269 -2.3105 -2.8595  0.00
C3 -3.2175 -0.8716 -3.3553  0.00
C4 -2.4862 -3.1640 -3.8219  0.00
N1 -2.8787 -2.5397 -1.4511  0.00
C5 -2.7799 -3.8027 -0.9349  0.00
C6 -2.3639 -3.7079 0.3521  0.00
N2 -2.1489 -2.3839 0.6673  0.00
B1 -1.3161 -2.0097 1.9489  0.00
N3 -1.7258 -0.5904 2.5150  0.01
C7 -3.0090 -0.3480 2.9602  0.00
C8 -3.2036 0.9768 3.1074  0.01
N4 -2.0375 1.6295 2.7469  0.01
C9 -1.1262 0.6733 2.3171  0.03
S1 0.3453 0.9833 1.6995  0.02
C10 -1.8726 3.1136 2.7634  0.00
C11 -1.5853 3.6819 1.3556  0.00
C12 -0.7105 3.4971 3.7145  0.00
C13 -3.1926 3.7701 3.2778  0.00
N5 0.2641 -2.2447 1.8556  0.00
C14 1.0205 -2.1889 2.9983  0.00
C15 2.3407 -2.1956 2.7245  0.01
N6 2.4615 -2.2822 1.3307  0.04
C16 1.1912 -2.2433 0.7992  0.00
S2 0.8260 -2.2495 -0.8342  0.05
C17 3.8048 -2.4305 0.6444  0.00
C18 3.7853 -2.3916 -0.8866  0.03
C19 4.4260 -3.7932 1.0542  0.00
C20 4.7316 -1.2910 1.1204  0.02
C21 -2.4974 -1.6318 -0.4639  0.00
S3 -2.5709 -0.0219 -0.5651  0.01
H1 -5.1220 -2.5463 -4.0209  0.00
H2 -5.4565 -2.0216 -2.3843  0.00
H3 -5.0061 -3.7343 -2.6778  0.00
H4 -3.5144 -0.8850 -4.4045  0.00
H5 -2.1985 -0.5154 -3.3018  0.00
H6 -3.8931 -0.1921 -2.8130  0.00
H7 -2.8410 -2.9821 -4.8356  0.00
H8 -2.5846 -4.2495 -3.6306  0.00
H9 -1.4260 -2.9081 -3.8192  0.00
H10 -2.9742 -4.6580 -1.5763  0.00
H11 -2.1612 -4.4796 1.0868  0.00
H12 -1.6644 -2.7462 2.8346  0.00
H13 -3.6374 -1.1676 3.3060  0.00
H14 -4.0657 1.5528 3.4491  0.00
H15 -0.5818 3.4797 1.0062  0.00
H16 -1.6755 4.7747 1.3763  0.00
H17 -2.2804 3.2786 0.6238  0.00
H18 0.2592 3.2263 3.2916  0.00
H19 -0.7923 2.9982 4.6950  0.00
H20 -0.7122 4.5726 3.9144  0.00
H21 -4.0296 3.5861 2.5960  0.00
H22 -3.0733 4.8715 3.3392  0.00
H23 -3.4807 3.4049 4.2914  0.00
H24 0.5336 -2.1711 3.9605  0.00
H25 3.2103 -2.1738 3.3859  0.00
H26 3.1772 -3.2102 -1.2834  0.00
H27 4.8174 -2.5197 -1.2201  0.00
H28 3.4348 -1.4341 -1.2614  0.00
H29 3.7427 -4.6182 0.8477  0.00
H30 4.7007 -3.8279 2.1263  0.00
H31 5.3257 -3.9527 0.4490  0.00
H32 4.3150 -0.3027 0.8031  0.00
H33 5.6979 -1.4353 0.6454  0.00
H34 4.8491 -1.2721 2.1994  0.00
N7 2.3563 0.7536 -0.4681  0.16
C22 2.7981 1.9960 -0.5618  -0.06
C23 4.2193 2.2046 -0.5511  0.09
C24 4.7567 3.4735 -0.4523  -0.03
C25 3.9071 4.5861 -0.3392  0.08
C26 2.5305 4.4300 -0.4021  -0.06
C27 1.9529 3.1798 -0.5380  0.09
H35 4.8594 1.3311 -0.6274  0.01
H36 5.8241 3.6225 -0.4371  0.00
H37 4.3154 5.5865 -0.1849  0.01
H38 1.9000 5.3283 -0.3016  0.00
H39 0.8734 3.0739 -0.6482  0.03
N8 -0.6521 1.8428 -2.5209  0.00
C28 -0.3943 2.5701 -3.6653  0.03
C29 0.7447 1.9765 -4.2260  -0.01
C30 1.1103 0.8926 -3.3972  0.03
N9 0.2502 0.8314 -2.3344  -0.02
H40 -1.4488 1.8822 -1.8747  0.00
H41 -1.0428 3.3892 -3.9933  0.00
H42 1.2431 2.2552 -5.1344  0.00
H43 1.8708 0.1260 -3.5119  0.00

Its multiplicity is 5. The calculation puts the total energy at -112791.502 eV. As for the net charge: -1.


Record 3
Here is a 2-piece molecular cluster, C2H5N3O overall in a non-equilibrium geometry from OMol25. Energies are from the ωB97M-V functional and the def2-TZVPD basis.

Each line ends with the natural charge from an NBO analysis.
Cartesian coordinates (Å):
C1 1.2578 -0.7785 -0.0326  0.04
C2 1.2762 0.7100 0.1405  -0.17
N1 0.0982 -1.0632 -0.5582  -0.25
N2 -0.5571 0.0093 -0.9704  0.16
N3 -2.1642 -0.0783 0.3093  -0.72
O1 0.1779 1.1458 -0.6616  -0.34
H1 1.8392 -1.4360 0.4977  0.21
H2 1.3245 0.8982 1.3033  0.20
H3 2.1596 1.1553 -0.1944  0.21
H4 -2.9522 0.5117 -0.0016  0.33
H5 -2.4601 -1.0743 0.1681  0.33

The calculation puts the total energy at -8666.992 eV.


Record 4
Here is C34H41CaN7O4S2Si as an isolated structure in a non-equilibrium geometry from OMol25. Energies are from the ωB97M-V functional and the def2-TZVPD basis.

Each line ends with the Löwdin charge.
Cartesian coordinates (Å):
Ca1 -0.2884 -0.4925 0.7724  1.21
C1 0.3263 1.0584 -3.1006  -0.19
C2 -0.6523 2.0906 -2.5031  -0.19
N1 -0.0804 2.7734 -1.3584  -0.06
C3 0.4387 4.0984 -1.3712  -0.32
C4 1.5379 4.5255 -2.3103  -0.54
S1 3.1228 3.8049 -2.0168  0.87
C5 3.4548 3.0183 -3.6231  -0.48
C6 2.4515 1.9714 -4.1555  -0.31
N2 1.7269 1.4257 -3.0528  -0.11
H1 0.1361 0.9727 -4.1548  0.09
H2 0.1497 0.0913 -2.6251  0.09
H3 -1.5770 1.6239 -2.1790  0.10
H4 -0.9356 2.8694 -3.2908  0.12
H5 -0.5855 2.4768 -0.5505  0.04
H6 1.0273 4.2821 -0.4123  0.12
H7 -0.3322 4.9168 -1.4431  0.11
H8 1.8052 5.5710 -2.0681  0.05
H9 1.3028 4.5109 -3.4220  0.10
H10 4.4408 2.5028 -3.5564  0.07
H11 3.5440 3.8111 -4.3396  0.04
H12 2.9864 1.2342 -4.7960  0.10
H13 1.7102 2.4193 -4.8523  0.10
H14 2.1423 1.6256 -2.1424  0.07
O1 -1.5090 -1.1928 -1.0782  -0.25
C7 -2.0869 -1.9610 -1.9628  -0.36
C8 -1.3137 -2.7789 -2.8130  -0.05
C9 -1.9061 -3.7979 -3.5872  -0.14
C10 -3.2457 -4.1034 -3.4571  -0.15
C11 -4.0196 -3.3519 -2.5455  -0.09
C12 -3.5650 -2.1674 -2.0349  -0.10
C13 -4.6012 -1.1487 -1.8413  -0.29
N3 -4.4383 0.1722 -2.0714  0.12
C14 -5.6224 0.7739 -1.6717  -0.18
C15 -6.4515 -0.1728 -1.0576  -0.13
N4 -5.7824 -1.3815 -1.1910  0.07
H15 -0.1978 -2.6482 -2.8438  0.12
H16 -1.3535 -4.3535 -4.3144  0.07
H17 -3.6789 -4.9882 -3.9172  0.07
H18 -5.0500 -3.6678 -2.3050  0.10
H19 -5.7991 1.8546 -1.8161  0.09
H20 -7.4536 -0.0991 -0.6508  0.08
H21 -6.0838 -2.3150 -0.9097  0.14
O2 3.6482 1.5287 1.0327  -0.34
S2 2.5313 0.8277 1.6476  0.57
O3 1.1942 1.4696 1.5959  -0.39
N5 2.2992 -0.5957 0.9600  -0.22
C16 3.2263 -1.6503 0.8476  -0.24
C17 4.6247 -1.4735 0.6968  0.00
C18 5.3750 -2.6429 0.4556  -0.11
C19 4.7629 -3.8652 0.3890  -0.09
C20 3.3874 -4.0284 0.6548  -0.15
C21 2.7045 -5.3032 0.5042  -0.03
C22 1.3482 -5.3357 0.7232  -0.06
C23 0.5955 -4.1248 0.9935  -0.10
N6 1.2089 -2.9735 1.0826  0.09
C24 2.5340 -2.8948 0.8573  -0.19
C25 2.8363 0.6245 3.3422  -0.28
C26 3.4072 1.6324 4.0888  -0.05
C27 3.4794 1.4355 5.4838  -0.10
C28 2.9394 0.3035 6.0775  -0.11
C29 2.4518 -0.7713 5.3251  -0.05
C30 2.4489 -0.5849 3.9398  -0.06
H22 5.0298 -0.4874 0.8576  0.09
H23 6.4105 -2.5650 0.2821  0.08
H24 5.3896 -4.7469 0.1917  0.10
H25 3.2015 -6.2092 0.1391  0.10
H26 0.8119 -6.2520 0.6093  0.08
H27 -0.4934 -4.1278 1.0467  0.11
H28 3.6710 2.6010 3.6500  0.12
H29 3.7737 2.2333 6.1073  0.08
H30 3.0287 0.2978 7.1444  0.08
H31 2.1310 -1.7431 5.7387  0.11
H32 2.1257 -1.3494 3.2804  0.07
C31 -3.7165 3.1897 0.7146  -0.18
Si1 -2.7606 1.8517 1.6096  0.21
C32 -2.0612 2.4213 3.3043  -0.20
C33 -3.9715 0.4725 2.1430  -0.18
O4 -1.5414 1.3280 0.6932  -0.55
H33 -4.5450 3.5897 1.3041  0.01
H34 -4.1734 2.6542 -0.1539  0.01
H35 -2.9974 3.9190 0.3376  0.01
H36 -2.5691 3.2238 3.9240  0.01
H37 -0.9578 2.7641 3.2921  0.04
H38 -2.0450 1.5524 3.9641  -0.01
H39 -4.8674 0.3392 1.4632  0.01
H40 -4.3525 0.6794 3.1546  0.01
H41 -3.4748 -0.5182 2.2875  0.01
N7 -0.9896 -1.4835 3.9497  -0.10
C34 -0.7540 -1.0666 2.8870  -0.43

The calculation puts the total energy at -102534.998 eV. As for the net charge: -2.


Record 5
Here is one molecule with the formula C4H4O3 from OMol25. Energies are from the ωB97M-V functional and the def2-TZVPD basis.

Each line ends with the natural charge from an NBO analysis.
Cartesian coordinates (Å):
C1 1.4544 0.6498 0.3936  -0.72
C2 0.4529 0.2520 -0.6535  0.52
O1 0.7305 -0.0393 -1.7935  -0.49
C3 -1.0336 0.2038 -0.2786  0.39
O2 -1.7829 1.1485 -0.3322  -0.45
C4 -1.5245 -1.1782 0.1450  0.34
O3 -0.7298 -2.0372 0.4368  -0.46
H1 1.5339 1.7420 0.4257  0.25
H2 2.4281 0.2345 0.1265  0.25
H3 1.1548 0.2980 1.3852  0.23
H4 -2.6209 -1.3085 0.1986  0.14

Its SMILES is CC(=O)C(=O)C=O. The calculation puts the total energy at -10353.896 eV.


Record 6
Here is one molecule with the formula C5H6O in a non-equilibrium geometry from OMol25. Energies are from the ωB97M-V functional and the def2-TZVPD basis.

Each line ends with the natural charge from an NBO analysis.
Cartesian coordinates (Å):
C1 2.3998 -0.5429 0.9937  -0.32
C2 1.1272 -0.3024 0.6018  -0.40
C3 0.2816 0.7017 0.1014  0.13
C4 -0.7236 0.4221 -0.9004  -0.12
C5 -2.1535 0.5189 -0.4629  -0.05
O1 -1.5974 1.5124 -1.2585  -0.46
H1 2.5508 -1.3614 1.6955  0.19
H2 0.6258 -1.2547 0.7908  0.25
H3 3.2899 -0.1013 0.5665  0.20
H4 -0.5388 -0.2415 -1.7480  0.20
H5 -2.3861 0.7942 0.5650  0.19
H6 -2.8758 -0.1451 -0.9450  0.19

The calculation puts the total energy at -7323.774 eV.